No. 1
The following is a DFT calculation (ωB97M-V with the def2-TZVPD basis set) of a structure of composition C33H57N3O5PbSi in a non-equilibrium geometry.

Properties
charge	0
gap between HOMO and LUMO	6.024	eV
2S+1	1

Element x y z (Å)
1 O 0.399 -2.732 -2.789
2 O -1.037 -2.007 -4.524
3 C 1.718 -2.739 -3.456
4 C 2.743 -3.389 -2.558
5 H 1.950 -1.676 -3.656
6 H 1.590 -3.290 -4.406
7 H 2.855 -2.844 -1.609
8 H 3.700 -3.354 -3.092
9 H 2.498 -4.440 -2.356
10 C -0.258 -4.064 -2.678
11 C -0.213 -4.922 -3.923
12 H -1.298 -3.839 -2.375
13 H 0.277 -4.541 -1.842
14 H -0.616 -4.442 -4.828
15 H -0.844 -5.802 -3.724
16 H 0.797 -5.305 -4.118
17 C -2.502 -1.884 -4.203
18 C -0.457 -1.387 -5.755
19 C -3.231 -3.105 -4.708
20 H -2.845 -0.940 -4.654
21 H -2.520 -1.824 -3.105
22 H -3.134 -3.221 -5.797
23 H -4.293 -2.979 -4.463
24 H -2.871 -4.018 -4.208
25 C -0.908 -2.162 -6.972
26 H 0.627 -1.463 -5.603
27 H -0.764 -0.329 -5.765
28 H -0.721 -3.244 -6.868
29 H -0.324 -1.802 -7.830
30 H -1.972 -1.986 -7.179
31 H -0.391 -2.099 -3.652
32 N 1.754 1.148 0.810
33 C 1.493 2.352 1.313
34 C 0.300 3.119 1.098
35 C -1.014 2.771 0.718
36 C 2.668 3.043 1.963
37 H 3.454 3.158 1.190
38 H 3.051 2.432 2.799
39 H 2.322 4.018 2.318
40 C -2.038 3.868 0.520
41 H -2.835 3.747 1.271
42 H -2.478 3.777 -0.489
43 H -1.559 4.845 0.637
44 N -1.473 1.528 0.506
45 C 2.827 0.331 1.233
46 C 3.844 0.203 0.271
47 C 3.753 0.932 -1.032
48 C 4.989 -0.489 0.606
49 H 5.775 -0.502 -0.140
50 C 5.135 -1.109 1.844
51 H 6.035 -1.638 2.080
52 C 4.127 -1.038 2.789
53 H 4.227 -1.487 3.795
54 C 3.001 -0.307 2.501
55 C 2.100 -0.167 3.631
56 C -2.744 1.086 0.979
57 C -3.781 0.839 0.051
58 C -3.648 1.183 -1.398
59 C -5.006 0.387 0.542
60 H -5.821 0.266 -0.149
61 C -5.188 0.098 1.897
62 H -6.136 -0.256 2.277
63 C -4.152 0.270 2.801
64 H -4.238 0.093 3.876
65 C -2.966 0.845 2.369
66 C -1.917 1.165 3.376
67 Pb -0.177 -0.472 0.050
68 H 3.745 0.204 -1.851
69 H 4.655 1.543 -1.153
70 H 2.882 1.590 -1.136
71 H 1.629 0.799 3.674
72 H 2.470 -0.301 4.655
73 H 1.479 -1.083 3.595
74 H -4.273 0.502 -1.985
75 H -2.621 1.118 -1.771
76 H -4.018 2.201 -1.604
77 H -1.011 0.791 2.888
78 H -2.197 0.662 4.347
79 H -1.646 2.255 3.531
80 H 0.466 4.193 1.237
81 C 0.309 0.620 -2.072
82 Si 0.415 2.274 -2.931
83 H 1.247 0.110 -1.851
84 H -0.600 0.045 -2.210
85 C 1.700 2.038 -4.272
86 C 1.011 3.728 -1.917
87 C -1.277 2.717 -3.596
88 H -1.778 1.851 -4.042
89 H -1.117 3.474 -4.372
90 H -1.912 3.149 -2.815
91 H 2.592 1.549 -3.862
92 H 1.960 3.040 -4.630
93 H 1.286 1.432 -5.084
94 H 1.841 3.485 -1.248
95 H 0.200 4.158 -1.325
96 H 1.360 4.472 -2.641
97 O -0.895 -1.546 3.889
98 N -0.342 -0.507 3.673
99 O -0.080 0.451 4.520
100 O 0.162 0.045 2.324

No. 2
The following is a DFT calculation (ωB97M-V with the def2-TZVPD basis set) of a structure of composition C32H33N3NiP2S2 in a non-equilibrium geometry.

Properties
charge	0
gap between HOMO and LUMO (alpha / beta)	6.145 / 6.957	eV
2S+1	3

Element x y z (Å)
1 Ni 0.206 0.952 -1.064
2 S 2.387 0.241 -0.872
3 P 1.666 -0.256 1.106
4 C 0.131 0.085 0.643
5 P -1.584 -0.088 0.865
6 S -2.061 0.709 -1.060
7 C -2.059 0.879 2.306
8 C -1.482 0.703 3.610
9 C -1.901 1.523 4.648
10 C -3.017 2.435 4.510
11 C -3.647 2.415 3.279
12 C -3.178 1.759 2.184
13 C -2.125 -1.767 0.975
14 C -1.445 -2.822 0.385
15 C -1.925 -4.112 0.340
16 C -3.282 -4.292 0.738
17 C -4.024 -3.227 1.181
18 C -3.478 -1.955 1.249
19 C 2.048 -1.957 1.469
20 C 1.326 -2.646 2.431
21 C 1.577 -4.007 2.586
22 C 2.644 -4.611 1.960
23 C 3.498 -3.833 1.200
24 C 3.075 -2.570 0.770
25 C 2.346 0.734 2.453
26 C 1.861 1.996 2.896
27 C 2.450 2.679 3.945
28 C 3.502 2.133 4.633
29 C 3.943 0.884 4.336
30 C 3.327 0.164 3.283
31 H -0.640 -0.045 3.679
32 H -1.335 1.504 5.561
33 H -3.344 3.025 5.381
34 H -4.513 3.101 3.184
35 H -3.668 1.930 1.232
36 H -0.478 -2.669 -0.140
37 H -1.312 -4.945 -0.028
38 H -3.737 -5.285 0.635
39 H -5.075 -3.364 1.459
40 H -4.139 -1.111 1.586
41 H 0.681 -2.082 3.111
42 H 1.012 -4.538 3.319
43 H 2.797 -5.677 2.047
44 H 4.424 -4.286 0.836
45 H 3.625 -2.120 -0.075
46 H 1.007 2.408 2.393
47 H 2.060 3.628 4.234
48 H 4.109 2.778 5.247
49 H 4.664 0.378 4.920
50 H 3.824 -0.806 3.005
51 C 0.472 -0.310 -6.142
52 C 1.603 -0.448 -5.138
53 N 1.259 0.344 -3.989
54 C 0.336 1.349 -3.948
55 N 0.148 1.937 -2.754
56 C -0.535 3.236 -2.774
57 C -1.725 3.288 -3.737
58 C -1.230 2.919 -5.138
59 N -0.240 1.801 -5.077
60 C 0.185 1.152 -6.303
61 H -0.376 -0.946 -5.810
62 H 0.679 -0.713 -7.158
63 H 2.608 -0.156 -5.476
64 H 1.712 -1.416 -4.682
65 H 1.754 0.179 -3.108
66 H 0.173 4.002 -3.200
67 H -0.790 3.550 -1.795
68 H -2.031 4.349 -3.810
69 H -2.517 2.591 -3.395
70 H -0.706 3.834 -5.588
71 H -2.041 2.578 -5.717
72 H 1.055 1.647 -6.719
73 H -0.533 1.261 -7.112

No. 3
The following is a DFT calculation (ωB97M-V with the def2-TZVPD basis set) of a cluster of 14 separate species, C47H97N3O28 in total in a non-equilibrium geometry.

Properties
charge	0
gap between HOMO and LUMO	9.787	eV
2S+1	1

Element x y z (Å)
1 C 1.334 6.496 -2.164
2 N 1.819 7.867 -2.126
3 O 1.168 8.749 -1.626
4 O 2.851 8.098 -2.729
5 H 2.056 5.758 -1.815
6 H 0.880 6.332 -3.141
7 H 0.480 6.419 -1.492
8 C 3.309 0.247 -4.763
9 N 1.956 0.186 -5.515
10 O 1.347 1.275 -5.501
11 O 1.662 -0.842 -6.183
12 H 3.884 1.107 -5.106
13 H 3.701 -0.723 -5.071
14 H 3.047 0.330 -3.708
15 C -8.053 6.388 2.865
16 N -7.043 5.396 3.371
17 O -6.352 5.576 4.336
18 O -6.906 4.362 2.691
19 H -7.359 7.078 2.385
20 H -8.660 6.731 3.702
21 H -8.615 5.828 2.117
22 O -9.377 -0.491 -2.528
23 C -10.201 0.186 -1.916
24 O -11.364 0.762 -2.337
25 C -11.650 1.013 -3.721
26 C -10.745 2.031 -4.343
27 C -10.232 0.228 -0.392
28 H -12.668 1.364 -3.885
29 H -11.682 0.076 -4.276
30 H -10.923 2.200 -5.405
31 H -9.711 1.703 -4.246
32 H -10.891 2.971 -3.811
33 H -10.571 -0.675 0.117
34 H -10.932 0.973 -0.015
35 H -9.193 0.285 -0.067
36 O 7.080 -4.308 -0.975
37 C 7.852 -3.485 -1.471
38 O 8.153 -2.312 -0.941
39 C 7.468 -1.768 0.257
40 C 7.819 -2.322 1.688
41 C 8.573 -3.700 -2.739
42 H 6.382 -1.691 0.203
43 H 7.827 -0.742 0.170
44 H 7.421 -1.699 2.489
45 H 8.880 -2.534 1.818
46 H 7.328 -3.294 1.742
47 H 8.029 -4.440 -3.327
48 H 9.529 -4.221 -2.688
49 H 8.746 -2.717 -3.177
50 O -1.446 -0.634 11.208
51 C -0.502 0.122 10.992
52 O -0.472 1.124 10.035
53 C -1.726 1.353 9.295
54 C -1.585 2.740 8.756
55 C 0.764 0.014 11.750
56 H -2.689 1.348 9.804
57 H -1.796 0.654 8.460
58 H -1.168 3.376 9.537
59 H -2.566 3.202 8.648
60 H -0.946 2.774 7.873
61 H 0.565 0.373 12.759
62 H 1.556 0.442 11.136
63 H 1.004 -1.047 11.819
64 O 2.756 -6.438 -4.282
65 C 1.849 -7.172 -3.922
66 O 1.547 -8.352 -4.454
67 C 2.321 -8.864 -5.512
68 C 3.751 -9.289 -5.180
69 C 1.026 -6.772 -2.774
70 H 2.251 -8.175 -6.354
71 H 1.763 -9.745 -5.826
72 H 4.379 -9.472 -6.052
73 H 3.822 -10.262 -4.694
74 H 4.437 -8.593 -4.696
75 H 0.709 -7.653 -2.215
76 H 0.064 -6.386 -3.111
77 H 1.473 -6.117 -2.026
78 O -5.233 -1.458 -10.292
79 C -5.261 -1.644 -9.049
80 O -4.365 -2.300 -8.398
81 C -3.390 -3.120 -9.032
82 C -3.085 -4.311 -8.172
83 C -6.195 -0.793 -8.205
84 H -2.423 -2.626 -9.132
85 H -3.729 -3.499 -9.996
86 H -4.017 -4.846 -7.993
87 H -2.677 -3.974 -7.219
88 H -2.388 -4.985 -8.671
89 H -6.036 -1.003 -7.147
90 H -7.248 -1.016 -8.378
91 H -6.045 0.272 -8.382
92 O 8.796 5.700 5.564
93 C 7.866 6.257 6.127
94 O 6.776 5.605 6.617
95 C 6.584 4.231 6.483
96 C 5.193 3.889 6.952
97 C 7.663 7.772 6.130
98 H 7.234 3.608 7.098
99 H 6.620 4.041 5.410
100 H 4.477 4.551 6.466
101 H 5.144 4.003 8.035
102 H 4.940 2.863 6.686
103 H 8.628 8.215 5.884
104 H 7.181 8.026 7.073
105 H 7.064 7.997 5.247
106 O 7.014 4.071 -1.448
107 C 7.864 4.938 -1.515
108 O 8.966 4.936 -2.402
109 C 9.235 3.793 -3.181
110 C 10.650 3.865 -3.821
111 C 7.898 5.984 -0.393
112 H 8.497 3.636 -3.967
113 H 9.272 2.933 -2.512
114 H 10.819 4.933 -3.963
115 H 10.810 3.306 -4.743
116 H 11.370 3.547 -3.068
117 H 7.259 6.772 -0.791
118 H 8.895 6.398 -0.237
119 H 7.537 5.611 0.566
120 O -1.725 0.245 1.245
121 C -1.034 0.966 0.549
122 O -1.276 1.461 -0.615
123 C -2.493 1.002 -1.329
124 C -2.472 -0.501 -1.688
125 C 0.296 1.435 1.004
126 H -2.433 1.667 -2.191
127 H -3.384 1.157 -0.719
128 H -2.793 -0.547 -2.729
129 H -3.253 -1.090 -1.209
130 H -1.464 -0.910 -1.634
131 H 0.270 1.947 1.966
132 H 0.813 2.180 0.399
133 H 0.828 0.492 1.131
134 O -3.564 7.176 -3.749
135 C -4.521 7.057 -4.503
136 O -4.375 6.532 -5.750
137 C -3.117 6.200 -6.282
138 C -2.197 7.330 -6.581
139 C -5.914 7.122 -4.054
140 H -3.302 5.751 -7.258
141 H -2.795 5.412 -5.601
142 H -2.722 8.151 -7.069
143 H -1.356 7.007 -7.195
144 H -1.829 7.696 -5.622
145 H -6.567 6.408 -4.556
146 H -6.282 8.131 -4.240
147 H -5.888 6.868 -2.994
148 O 2.662 -9.203 3.316
149 C 2.524 -8.816 4.491
150 O 2.522 -7.470 4.900
151 C 2.606 -6.510 3.900
152 C 2.648 -5.014 4.394
153 C 2.491 -9.746 5.607
154 H 1.869 -6.738 3.131
155 H 3.456 -6.649 3.231
156 H 2.842 -4.310 3.584
157 H 3.521 -4.943 5.043
158 H 1.838 -4.485 4.895
159 H 3.492 -9.689 6.036
160 H 2.275 -10.749 5.240
161 H 1.668 -9.480 6.270
162 O -7.153 -4.232 5.935
163 C -6.416 -5.157 6.116
164 O -5.544 -5.605 5.264
165 C -5.313 -4.967 4.041
166 C -4.560 -5.867 3.034
167 C -6.412 -5.957 7.473
168 H -4.664 -4.111 4.226
169 H -6.224 -4.551 3.613
170 H -3.656 -6.208 3.539
171 H -4.258 -5.337 2.131
172 H -5.195 -6.610 2.551
173 H -6.599 -7.003 7.233
174 H -7.189 -5.674 8.183
175 H -5.434 -6.051 7.944

No. 4
The following is a DFT calculation (ωB97M-V with the def2-TZVPD basis set) of a cluster of 3 separate species, C40H76F3N5O6PS in total in a non-equilibrium geometry.

Properties
charge	+1
gap between HOMO and LUMO	5.111	eV
2S+1	1

Element x y z (Å)
1 C 5.271 0.761 1.143
2 C 3.701 0.389 0.723
3 C 3.433 0.516 -0.907
4 N 1.956 0.498 -1.284
5 C 1.134 -0.218 -0.202
6 N 1.357 -1.724 -0.084
7 C 0.608 -2.556 0.958
8 C 0.911 -4.168 0.968
9 C -0.278 -5.102 0.333
10 C -1.199 -4.374 -0.811
11 P -3.002 -3.964 -0.197
12 O -2.997 -2.366 0.008
13 O -4.067 -4.389 -1.508
14 C -4.691 -3.211 -2.131
15 C -5.963 -2.594 -1.277
16 O -3.350 -4.765 1.311
17 C -4.795 -4.920 1.542
18 C -5.300 -4.186 2.933
19 C -0.493 -1.920 2.010
20 C -1.302 -2.850 3.110
21 C -0.973 -2.493 4.675
22 O 0.042 -3.340 5.315
23 C -0.344 -4.757 5.357
24 C -1.785 -5.063 6.089
25 F -2.872 -5.017 5.041
26 F -1.751 -6.501 6.536
27 F -2.118 -4.118 7.200
28 C -0.766 -0.294 1.894
29 C -1.873 0.454 2.848
30 C -2.170 2.076 2.689
31 S -3.497 2.805 3.792
32 C -1.367 3.001 1.600
33 O -1.561 4.437 1.349
34 C -1.335 5.257 2.548
35 C -0.142 4.732 3.541
36 N -0.036 5.786 4.664
37 C 0.763 5.206 5.848
38 C -0.140 4.282 6.857
39 C 0.374 2.707 6.673
40 O 0.144 4.706 8.254
41 C -0.241 2.222 0.642
42 C 0.061 0.581 0.769
43 H 5.677 1.660 0.501
44 H 5.242 0.992 2.294
45 H 5.877 -0.242 0.982
46 H 3.032 1.180 1.300
47 H 3.534 -0.717 1.133
48 H 3.885 1.566 -1.224
49 H 4.052 -0.302 -1.487
50 H 1.928 -0.105 -2.156
51 H 2.041 -2.197 -0.743
52 H 1.030 -4.481 2.108
53 H 1.940 -4.425 0.457
54 H -0.871 -5.581 1.222
55 H 0.272 -6.009 -0.215
56 H -1.359 -5.185 -1.673
57 H -0.700 -3.451 -1.338
58 H -5.157 -3.593 -3.162
59 H -3.939 -2.355 -2.428
60 H -5.590 -2.125 -0.252
61 H -6.700 -3.476 -0.958
62 H -6.555 -1.751 -1.834
63 H -5.482 -4.523 0.682
64 H -4.985 -6.083 1.706
65 H -4.492 -3.404 3.260
66 H -6.352 -3.713 2.694
67 H -5.345 -5.020 3.765
68 H -2.458 -2.597 2.948
69 H -1.179 -3.975 2.814
70 H -0.525 -1.386 4.673
71 H -1.986 -2.398 5.298
72 H 0.480 -5.302 6.028
73 H -0.240 -5.277 4.288
74 H -2.480 -0.148 3.665
75 H -4.702 2.184 3.417
76 H -0.994 6.331 2.156
77 H -2.352 5.441 3.123
78 H -0.402 3.719 4.117
79 H 0.933 4.704 3.043
80 H -1.028 5.818 5.045
81 H 1.621 4.568 5.354
82 H 1.156 6.137 6.451
83 H -1.289 4.275 6.633
84 H 1.505 2.645 6.376
85 H 0.170 2.109 7.683
86 H -0.273 2.165 5.833
87 H 0.745 3.987 8.637
88 H 0.368 2.776 -0.195
89 C 2.409 -3.931 -4.946
90 C 2.846 -2.538 -5.395
91 N 4.102 -2.084 -4.789
92 C 4.366 -0.658 -5.008
93 C 4.594 -0.196 -6.444
94 C 5.260 -2.964 -4.958
95 C 5.690 -3.302 -6.382
96 H 2.333 -3.989 -3.855
97 H 1.424 -4.162 -5.364
98 H 3.098 -4.706 -5.291
99 H 2.045 -1.848 -5.106
100 H 2.897 -2.522 -6.489
101 H 5.224 -0.350 -4.398
102 H 3.519 -0.090 -4.601
103 H 5.584 -0.476 -6.806
104 H 4.541 0.899 -6.488
105 H 3.841 -0.582 -7.134
106 H 5.054 -3.905 -4.433
107 H 6.120 -2.544 -4.421
108 H 4.845 -3.548 -7.030
109 H 6.351 -4.176 -6.367
110 H 6.255 -2.487 -6.837
111 C -0.692 6.764 -5.523
112 C -1.011 5.362 -5.010
113 N -0.152 4.921 -3.907
114 C -0.282 3.490 -3.610
115 C -1.630 2.997 -3.095
116 C -0.098 5.797 -2.735
117 C -1.410 6.104 -2.021
118 H 0.359 6.846 -5.821
119 H -1.308 6.986 -6.400
120 H -0.904 7.532 -4.775
121 H -0.879 4.678 -5.856
122 H -2.071 5.322 -4.736
123 H 0.498 3.196 -2.897
124 H -0.045 2.932 -4.526
125 H -1.787 3.270 -2.051
126 H -1.660 1.902 -3.142
127 H -2.468 3.369 -3.689
128 H 0.353 6.750 -3.039
129 H 0.613 5.388 -2.005
130 H -2.223 6.336 -2.713
131 H -1.279 6.978 -1.373
132 H -1.722 5.279 -1.378

No. 5
The following is a DFT calculation (ωB97M-V with the def2-TZVPD basis set) of the ion C4H7N3 with charge +2 in a non-equilibrium geometry.

Properties
SMILES string	CN1CC#[N+]C=[NH+]1
charge	+2
gap between HOMO and LUMO	7.585	eV
2S+1	1

Element x y z (Å)
1 C -1.566 1.087 -0.010
2 C -1.781 -1.135 0.011
3 C -0.253 1.548 0.017
4 C 1.748 -0.107 -0.021
5 N -2.274 0.138 -0.007
6 N 0.331 -0.100 -0.038
7 N -0.461 -1.136 0.007
8 H -2.418 -2.011 0.024
9 H 0.132 2.061 -0.875
10 H 0.097 2.027 0.945
11 H 2.148 -1.116 -0.174
12 H 2.142 0.527 -0.824
13 H 2.144 0.276 0.929
14 H 0.012 -2.059 0.015

| no. | E (eV) |
| --- | --- |
| 1 | -62966.90038 |
| 2 | -119479.89865 |
| 3 | -112100.46377 |
| 4 | -90696.50290 |
| 5 | -8707.26514 |